ORCA calculation (ωB97M-V with the def2-TZVPD basis set) on C28H47FN6O7S as an isolated structure.

Computed properties:
energy above the lowest of the compared OMol25 structures with the same formula, charge and spin = 0.000 eV
frontier orbital gap = 8.3 eV
HOMO energy = -9.05 eV
molecular weight = 630.784 g mol⁻¹
E_tot = -2448.26754 a.u.

CARTESIAN COORDINATES (ANGSTROEM)
C -0.403 6.442 2.112
C 0.060 5.361 1.869
C 0.626 4.049 1.557
C -0.069 2.929 2.301
C -1.373 2.504 1.884
C -2.044 1.483 2.491
C -3.397 1.019 1.989
O -3.544 1.249 0.609
C -2.803 0.332 -0.156
C -3.036 0.544 -1.646
O -2.080 -0.232 -2.348
C -0.928 0.464 -2.765
C 0.259 0.323 -1.834
O 0.561 -1.042 -1.647
C 1.127 -1.309 -0.378
C 2.463 -0.618 -0.103
C -1.413 0.838 3.590
N -1.898 -0.178 4.303
S -0.774 -0.528 5.398
N 0.350 0.546 5.044
C -0.116 1.256 4.020
C 0.537 2.316 3.343
F 1.752 2.673 3.756
H -0.785 7.413 2.308
H 0.507 3.875 0.486
H 1.692 4.017 1.772
H -1.828 3.010 1.043
H -3.467 -0.054 2.191
H -4.200 1.531 2.514
H -3.058 -0.702 0.104
H -1.728 0.429 0.033
H -4.029 0.186 -1.899
H -2.990 1.600 -1.912
H -1.122 1.528 -2.925
H -0.639 0.042 -3.731
H 1.101 0.829 -2.328
H 0.109 0.841 -0.882
H 1.290 -2.385 -0.345
H 0.410 -1.089 0.421
H 3.309 -1.229 -0.409
H 2.558 -0.433 0.967
H 2.550 0.348 -0.596
C -6.430 1.538 -3.759
O -5.553 1.872 -2.986
N -7.667 1.160 -3.385
C -8.679 0.768 -4.344
C -7.986 1.151 -1.967
H -6.279 1.514 -4.852
H -9.548 1.425 -4.274
H -9.001 -0.259 -4.162
H -8.274 0.833 -5.352
H -7.861 2.148 -1.544
H -7.318 0.474 -1.433
H -9.014 0.825 -1.833
C 2.216 7.821 4.329
O 1.899 8.799 3.681
N 1.708 7.508 5.537
C 2.117 6.322 6.261
C 0.714 8.392 6.119
H 2.959 7.089 3.970
H 1.262 5.666 6.435
H 2.554 6.593 7.225
H 2.860 5.778 5.682
H -0.156 8.467 5.465
H 1.125 9.393 6.248
H 0.407 7.999 7.085
C 3.902 -4.034 -3.657
O 4.846 -4.645 -4.126
N 2.701 -4.575 -3.394
C 1.610 -3.797 -2.834
C 2.500 -5.986 -3.680
H 3.961 -2.962 -3.400
H 1.302 -4.221 -1.877
H 0.754 -3.802 -3.511
H 1.923 -2.769 -2.685
H 3.203 -6.594 -3.110
H 2.663 -6.184 -4.740
H 1.484 -6.264 -3.411
C 4.683 -8.104 -0.494
O 3.803 -8.941 -0.430
N 5.692 -8.120 -1.384
C 6.707 -7.085 -1.422
C 5.753 -9.212 -2.341
H 4.722 -7.236 0.187
H 6.693 -6.585 -2.392
H 7.697 -7.512 -1.252
H 6.505 -6.349 -0.647
H 4.849 -9.235 -2.949
H 5.834 -10.167 -1.821
H 6.618 -9.074 -2.984

=====

ORCA calculation (ωB97M-V with the def2-TZVPD basis set) on a 2-piece molecular cluster, C2H7NS overall in a non-equilibrium geometry.

Computed properties:
energy above the lowest of the compared OMol25 structures with the same formula, charge and spin = 1.970 eV
frontier orbital gap = 9.8 eV
HOMO energy = -9.11 eV
molecular weight = 77.152 g mol⁻¹
E_tot = -533.25805 a.u.

CARTESIAN COORDINATES (ANGSTROEM)
C 2.545 0.069 0.340
C 1.540 0.888 -0.065
H 3.023 0.191 1.324
H 2.794 -0.696 -0.448
H 1.075 0.750 -0.949
H 1.148 1.685 0.543
N -2.961 -0.815 -0.206
S -1.530 0.029 -0.049
H -3.919 -0.298 0.076
H -3.047 -1.093 -1.159
H -0.670 -0.709 0.595

=====

ORCA calculation (ωB97M-V with the def2-TZVPD basis set) on C8H7NO3 as an isolated structure in a non-equilibrium geometry.

Computed properties:
energy above the lowest of the compared OMol25 structures with the same formula, charge and spin = 2.017 eV
frontier orbital gap = 8.2 eV
HOMO energy = -9.12 eV
molecular weight = 165.148 g mol⁻¹
E_tot = -589.44411 a.u.

CARTESIAN COORDINATES (ANGSTROEM)
C 1.117 1.907 -0.267
C 0.007 1.324 -0.468
C 1.484 -1.114 -0.855
C 1.401 -0.632 1.132
C -1.453 1.289 -0.533
C -1.928 0.163 0.396
C -1.071 -1.072 0.077
C 0.365 -0.686 0.048
N 2.389 -0.989 0.206
O 1.626 -1.451 -1.987
O 1.451 -0.417 2.301
O 2.209 2.318 -0.163
H -1.871 2.247 -0.215
H -1.781 1.086 -1.557
H -1.770 0.454 1.435
H -2.986 -0.050 0.247
H -1.236 -1.837 0.839
H -1.348 -1.474 -0.900
H 3.394 -1.065 0.265